The following is a quantum chemistry calculation of a 2-piece molecular cluster, C5H14NOS overall, from OMol25.

```
22
Properties=species:S:1:pos:R:3:forces:R:3
C -2.09516 0.55156 2.90156 -0.1 -0.1 -0.2
C -1.44127 1.44731 1.84814 -0.1 0.0 -0.1
S -0.68183 0.47182 0.50465 0.0 0.1 0.1
N -1.18160 -0.38617 3.55437 -0.1 -0.1 0.1
H -2.85436 -0.02654 2.36436 0.0 -0.1 0.2
H -2.61468 1.11908 3.68686 0.1 0.1 -0.1
H -0.68794 2.09430 2.31301 0.0 0.0 0.1
H -2.21547 2.10013 1.43197 0.0 0.1 0.0
H -0.47612 0.16161 4.03823 0.1 -0.1 -0.1
H -0.69618 -0.85591 2.78949 0.1 0.1 0.0
C 0.26589 -0.12082 -2.93259 0.0 0.1 -0.2
C 1.24306 -0.82696 -2.02150 0.1 0.3 -0.1
C 2.21837 0.15032 -1.38058 0.1 0.0 -0.1
O 1.96896 -1.76056 -2.85398 -0.1 -0.2 0.0
H -0.42716 -0.82586 -3.39295 0.0 -0.1 0.0
H 0.82281 0.38226 -3.72832 0.0 0.0 -0.1
H -0.30992 0.61838 -2.38023 0.0 0.0 0.2
H 0.68942 -1.35848 -1.24801 0.0 -0.1 0.1
H 1.70545 1.02021 -0.97788 -0.1 0.0 0.0
H 2.93649 0.45508 -2.15013 0.0 0.0 0.1
H 2.75244 -0.30225 -0.54127 0.1 -0.1 -0.1
H 2.42436 -2.37484 -2.27445 0.1 0.0 0.1
```
Positions in Å, forces in eV/Å.

Its energy relative to the best compared isomer or geometry (same formula, charge and spin) is 35.1 kJ/mol. For the LUMO energy, the calculation gives 3.568 eV. The highest occupied orbital energy is -2.719 eV. As for the total charge: -1. The value obtained for the total energy is -727.11810 Ha. As for the HOMO-LUMO gap: 6.29 eV.

***

The following is a quantum chemistry calculation of a 2-piece molecular cluster, C5H14NOS overall, from OMol25.

```
22
Properties=species:S:1:pos:R:3:forces:R:3
O 3.09393 1.03239 -1.25139 -0.1 0.0 0.0
C 2.47525 0.25306 -0.57905 0.4 0.2 -0.1
C 1.39567 -0.58719 -1.21129 -0.2 0.0 0.2
N 1.42934 -0.33821 -2.68122 -0.4 0.1 -0.3
H 2.65576 0.11514 0.49405 0.0 0.0 0.1
H 1.50826 -1.63895 -0.96214 0.0 -0.1 -0.2
H 0.42870 -0.23840 -0.84094 0.0 -0.2 0.0
H 0.50252 -0.45543 -3.10091 0.1 0.0 0.0
H 1.74028 0.63502 -2.81110 0.1 0.1 0.0
H 2.08194 -0.91445 -3.21578 0.1 -0.1 0.2
C -1.95760 0.37680 -0.50057 0.0 -0.4 -0.2
C -1.45393 0.74012 0.88691 0.5 0.5 0.0
S -2.38549 -0.02472 2.23417 -0.3 -0.1 -0.2
C -1.03712 -0.44605 3.34265 -0.1 -0.2 0.1
H -1.30263 0.75415 -1.29513 -0.1 0.3 0.1
H -2.95254 0.77066 -0.69259 0.0 0.1 0.0
H -2.01194 -0.70543 -0.64680 -0.1 0.0 0.2
H -1.45666 1.82431 1.02393 -0.2 0.0 -0.1
H -0.39987 0.47151 1.01988 -0.1 -0.3 0.0
H -0.46987 -1.29596 2.96620 0.1 0.1 0.0
H -0.39741 0.40948 3.53179 0.1 0.1 0.0
H -1.48658 -0.73785 4.28934 0.0 0.0 0.0
```
Positions in Å, forces in eV/Å.

Its energy relative to the best compared isomer or geometry (same formula, charge and spin) is 91.4 kJ/mol. For the LUMO energy, the calculation gives -3.917 eV. The highest occupied orbital energy is -11.255 eV. As for the total charge: +1. The value obtained for the total energy is -726.80443 Ha. As for the HOMO-LUMO gap: 7.34 eV.

***

The following is a quantum chemistry calculation of a 2-piece molecular cluster, C5H14NS overall at a distorted geometry, from OMol25.

```
21
Properties=species:S:1:pos:R:3:forces:R:3
C -2.18603 -3.04736 -0.91899 0.9 0.0 -0.6
C -2.32437 -1.59316 -1.36141 0.7 0.1 -0.1
C -0.98471 -0.85777 -1.18584 0.1 0.4 0.7
S -0.57377 -0.53258 0.58303 -0.2 -0.1 -0.2
H -1.54413 -3.60026 -1.62505 -0.3 0.1 -0.1
H -3.13571 -3.57064 -0.82861 0.0 -0.1 0.3
H -1.57443 -3.03485 -0.01264 -0.6 -0.1 0.4
H -2.60038 -1.49100 -2.42130 -0.4 -0.2 0.1
H -3.05641 -1.11123 -0.71184 -0.1 0.2 -0.2
H -0.99224 0.10639 -1.70502 -0.2 -0.1 -0.1
H -0.15122 -1.43022 -1.60669 -0.2 -0.2 -0.2
C 1.01738 2.65564 1.75272 1.0 0.6 -0.2
N 2.20111 2.56221 0.89107 -0.5 -0.5 -0.2
C 2.59553 1.17693 0.56916 0.3 1.1 0.0
H 0.21134 2.13109 1.24589 -0.2 0.0 0.2
H 1.17608 2.25000 2.76065 -0.1 -0.3 0.0
H 0.81576 3.72599 1.87730 -0.4 -0.1 0.0
H 2.99309 3.07008 1.25308 0.0 0.1 0.2
H 3.07725 0.68251 1.42723 -0.1 -0.2 -0.1
H 3.32145 1.30791 -0.24226 0.0 -0.6 0.0
H 1.71444 0.60031 0.25954 0.2 0.1 0.1
```
Positions in Å, forces in eV/Å.

Its energy relative to the best compared isomer or geometry (same formula, charge and spin) is 73.2 kJ/mol. For the LUMO energy, the calculation gives 4.005 eV. The highest occupied orbital energy is -2.409 eV. As for the total charge: -1. The value obtained for the total energy is -651.84622 Ha. As for the HOMO-LUMO gap: 6.41 eV.

***

The following is a quantum chemistry calculation of a 2-piece molecular cluster, C5H14NS overall at a distorted geometry, from OMol25.

```
21
Properties=species:S:1:pos:R:3:forces:R:3
C -0.29230 2.30754 -1.81332 2.6 -1.0 -1.2
C -0.83354 0.95430 -1.35597 0.4 -1.0 0.6
C -1.13313 0.92575 0.15963 1.0 0.2 0.6
S -2.02705 -0.52526 0.80892 0.3 -0.7 -0.5
H -0.01046 2.25544 -2.92978 -0.9 0.3 1.6
H 0.69036 2.60984 -1.32189 -1.2 -0.6 -0.3
H -0.99058 3.05289 -1.57179 -0.9 1.2 -0.2
H -1.75747 0.68479 -1.90982 0.6 0.1 0.2
H -0.04869 0.16866 -1.53106 -0.8 0.5 -0.3
H -1.79181 1.73204 0.44977 0.2 0.6 0.0
H -0.18638 0.96936 0.78986 -1.1 0.3 -1.0
H -1.34618 -0.52952 1.95456 -0.2 -0.1 0.3
C 1.67842 -1.36897 1.82868 -0.1 0.0 -0.9
C 0.19831 -2.13931 0.02566 0.8 0.6 0.4
N 1.22272 -1.42441 0.41228 -1.0 -0.9 0.8
H 1.14620 -0.52069 2.26496 0.4 0.0 0.2
H 2.76021 -1.27139 1.81144 -0.1 0.3 0.3
H 1.41450 -2.27318 2.35674 -0.2 -0.3 0.0
H -0.13025 -2.96561 0.71067 0.1 1.0 -1.0
H -0.18468 -1.96233 -0.99303 0.2 -0.5 0.7
H 1.62178 -0.67994 -0.14652 -0.3 -0.1 -0.5
```
Positions in Å, forces in eV/Å.

Its energy relative to the best compared isomer or geometry (same formula, charge and spin) is 157.4 kJ/mol. For the LUMO energy, the calculation gives -4.569 eV. The highest occupied orbital energy is -13.277 eV. As for the total charge: +1. The value obtained for the total energy is -651.55257 Ha. As for the HOMO-LUMO gap: 8.71 eV.

***

What did the first record say?
The following is a quantum chemistry calculation of a 2-piece molecular cluster, C5H14NOS overall, from OMol25.

```
22
Properties=species:S:1:pos:R:3:forces:R:3
C -2.09516 0.55156 2.90156 -0.1 -0.1 -0.2
C -1.44127 1.44731 1.84814 -0.1 0.0 -0.1
S -0.68183 0.47182 0.50465 0.0 0.1 0.1
N -1.18160 -0.38617 3.55437 -0.1 -0.1 0.1
H -2.85436 -0.02654 2.36436 0.0 -0.1 0.2
H -2.61468 1.11908 3.68686 0.1 0.1 -0.1
H -0.68794 2.09430 2.31301 0.0 0.0 0.1
H -2.21547 2.10013 1.43197 0.0 0.1 0.0
H -0.47612 0.16161 4.03823 0.1 -0.1 -0.1
H -0.69618 -0.85591 2.78949 0.1 0.1 0.0
C 0.26589 -0.12082 -2.93259 0.0 0.1 -0.2
C 1.24306 -0.82696 -2.02150 0.1 0.3 -0.1
C 2.21837 0.15032 -1.38058 0.1 0.0 -0.1
O 1.96896 -1.76056 -2.85398 -0.1 -0.2 0.0
H -0.42716 -0.82586 -3.39295 0.0 -0.1 0.0
H 0.82281 0.38226 -3.72832 0.0 0.0 -0.1
H -0.30992 0.61838 -2.38023 0.0 0.0 0.2
H 0.68942 -1.35848 -1.24801 0.0 -0.1 0.1
H 1.70545 1.02021 -0.97788 -0.1 0.0 0.0
H 2.93649 0.45508 -2.15013 0.0 0.0 0.1
H 2.75244 -0.30225 -0.54127 0.1 -0.1 -0.1
H 2.42436 -2.37484 -2.27445 0.1 0.0 0.1
```
Positions in Å, forces in eV/Å.

Its energy relative to the best compared isomer or geometry (same formula, charge and spin) is 35.1 kJ/mol. For the LUMO energy, the calculation gives 3.568 eV. The highest occupied orbital energy is -2.719 eV. As for the total charge: -1. The value obtained for the total energy is -727.11810 Ha. As for the HOMO-LUMO gap: 6.29 eV.

***

Q: Which value of total charge does entry 2 give?
A: +1

***

Copy entry 1 word for word.
The following is a quantum chemistry calculation of a 2-piece molecular cluster, C5H14NOS overall, from OMol25.

```
22
Properties=species:S:1:pos:R:3:forces:R:3
C -2.09516 0.55156 2.90156 -0.1 -0.1 -0.2
C -1.44127 1.44731 1.84814 -0.1 0.0 -0.1
S -0.68183 0.47182 0.50465 0.0 0.1 0.1
N -1.18160 -0.38617 3.55437 -0.1 -0.1 0.1
H -2.85436 -0.02654 2.36436 0.0 -0.1 0.2
H -2.61468 1.11908 3.68686 0.1 0.1 -0.1
H -0.68794 2.09430 2.31301 0.0 0.0 0.1
H -2.21547 2.10013 1.43197 0.0 0.1 0.0
H -0.47612 0.16161 4.03823 0.1 -0.1 -0.1
H -0.69618 -0.85591 2.78949 0.1 0.1 0.0
C 0.26589 -0.12082 -2.93259 0.0 0.1 -0.2
C 1.24306 -0.82696 -2.02150 0.1 0.3 -0.1
C 2.21837 0.15032 -1.38058 0.1 0.0 -0.1
O 1.96896 -1.76056 -2.85398 -0.1 -0.2 0.0
H -0.42716 -0.82586 -3.39295 0.0 -0.1 0.0
H 0.82281 0.38226 -3.72832 0.0 0.0 -0.1
H -0.30992 0.61838 -2.38023 0.0 0.0 0.2
H 0.68942 -1.35848 -1.24801 0.0 -0.1 0.1
H 1.70545 1.02021 -0.97788 -0.1 0.0 0.0
H 2.93649 0.45508 -2.15013 0.0 0.0 0.1
H 2.75244 -0.30225 -0.54127 0.1 -0.1 -0.1
H 2.42436 -2.37484 -2.27445 0.1 0.0 0.1
```
Positions in Å, forces in eV/Å.

Its energy relative to the best compared isomer or geometry (same formula, charge and spin) is 35.1 kJ/mol. For the LUMO energy, the calculation gives 3.568 eV. The highest occupied orbital energy is -2.719 eV. As for the total charge: -1. The value obtained for the total energy is -727.11810 Ha. As for the HOMO-LUMO gap: 6.29 eV.